34
Properties=species:S:1:pos:R:3 method="wB97M-V/def2-TZVPD" max_force_ev_per_a=0.643 gap_ev=8.716 homo_ev=-8.058 smiles="Fc1cccc(NC(=S)NCCc2ccccc2)c1" energy_ha=-1188.18124 de_lowest_ev=0.000 lumo_ev=0.658
F -4.04 1.51 -2.44
C -2.71 1.67 -2.37
C -2.17 2.93 -2.59
C -0.79 3.06 -2.54
C 0.01 1.98 -2.26
C -0.54 0.72 -2.01
C -1.93 0.57 -2.09
H -2.40 -0.40 -1.99
N 0.31 -0.34 -1.74
C 0.16 -1.41 -0.91
N -0.97 -1.49 -0.16
H -1.53 -0.65 -0.10
C -1.05 -2.35 1.00
H -0.32 -3.15 0.87
H -2.05 -2.78 1.05
C -0.75 -1.56 2.29
C 0.60 -0.89 2.17
C 1.76 -1.58 2.48
C 3.00 -1.01 2.27
C 3.09 0.27 1.75
C 1.94 0.98 1.45
C 0.70 0.40 1.66
H -0.20 0.96 1.42
H 2.00 1.98 1.04
H 4.06 0.72 1.58
H 3.89 -1.56 2.51
H 1.69 -2.59 2.87
H -1.53 -0.81 2.45
H -0.76 -2.25 3.13
S 1.35 -2.55 -0.90
H 1.24 -0.28 -2.12
H 1.09 2.09 -2.22
H -0.34 4.03 -2.72
H -2.82 3.76 -2.80


37
Properties=species:S:1:pos:R:3 method="wB97M-V/def2-TZVPD" max_force_ev_per_a=2.966 gap_ev=8.354 homo_ev=-5.387 energy_ha=-1104.31427 de_lowest_ev=0.000 lumo_ev=2.967 charge=-1
I 0.23 0.48 -0.08
C -1.19 -3.41 -1.82
O -0.55 -2.37 -2.54
H -1.67 -3.00 -0.93
H -2.04 -3.81 -2.37
H -0.43 -4.12 -1.49
H -0.22 -1.69 -1.94
C 1.04 2.42 3.74
C -0.43 2.83 3.45
O -1.08 1.62 3.12
O 1.76 2.44 2.47
H 1.22 1.46 4.21
H 1.44 3.30 4.25
H -0.45 3.43 2.54
H -0.98 3.23 4.30
H -0.81 1.29 2.26
H 1.37 1.76 1.91
C -2.45 2.29 -4.81
C -1.70 1.53 -3.72
O -2.24 1.94 -2.47
O -3.87 2.08 -4.65
H -2.18 2.01 -5.83
H -2.20 3.35 -4.87
H -0.66 1.83 -3.66
H -1.77 0.46 -3.93
H -1.67 1.63 -1.76
H -4.12 2.54 -3.85
C 2.34 -2.19 2.65
C 2.77 -3.08 1.44
O 4.18 -2.93 1.30
O 0.96 -2.16 2.53
H 2.75 -1.19 2.49
H 2.64 -2.44 3.67
H 2.30 -2.80 0.49
H 2.55 -4.12 1.67
H 4.45 -3.09 0.39
H 0.73 -1.51 1.87


59
Properties=species:S:1:pos:R:3 method="wB97M-V/def2-TZVPD" s2=0.7673 max_force_ev_per_a=1.279 spin_multiplicity=2 gap_ev="6.043 / 4.084" homo_ev="-16.903 / -16.903" energy_ha=-1665.98208 lumo_ev="-10.860 / -12.819" charge=+3
Ir 0.39 0.49 -0.07
C -1.32 3.79 -2.13
O -0.67 4.22 -0.86
C -0.11 3.18 -0.37
N -0.04 2.11 -1.12
C -0.67 2.42 -2.42
C -1.57 1.30 -2.88
C -2.69 1.56 -3.65
C -3.47 0.51 -4.12
C -3.14 -0.80 -3.82
C -2.01 -1.08 -3.06
C -1.23 -0.03 -2.61
C 0.46 3.09 0.99
C 0.65 4.07 1.94
C 1.23 3.70 3.16
C 1.61 2.39 3.40
C 1.40 1.45 2.40
N 0.85 1.83 1.25
C 1.71 0.01 2.38
N 1.47 -0.69 1.32
C 1.83 -2.09 1.64
C 2.42 -1.98 3.07
O 2.20 -0.58 3.43
C 2.69 -2.82 0.66
C 2.90 -2.36 -0.66
C 3.65 -3.10 -1.53
C 4.22 -4.34 -1.10
C 4.01 -4.81 0.22
C 3.26 -4.06 1.08
H -1.11 4.56 -2.87
H -2.38 3.73 -1.90
H 0.14 2.55 -3.15
H -2.97 2.58 -3.91
H -4.35 0.73 -4.72
H -3.75 -1.61 -4.19
H -1.74 -2.10 -2.83
H -0.32 -0.26 -2.04
H 0.34 5.09 1.75
H 1.38 4.45 3.92
H 2.06 2.09 4.34
H 0.88 -2.64 1.67
H 3.50 -2.14 3.11
H 1.91 -2.59 3.81
H 2.48 -1.42 -0.98
H 3.83 -2.77 -2.54
H 4.82 -4.92 -1.79
H 4.44 -5.75 0.53
H 3.08 -4.42 2.09
O -2.42 2.14 0.25
C -2.52 0.99 0.62
C -3.76 0.33 1.16
C -3.31 -1.06 1.58
C -1.83 -1.11 1.30
O -1.08 -2.01 1.58
N -1.45 0.07 0.63
H -4.53 0.34 0.39
H -4.12 0.94 1.99
H -3.78 -1.86 1.01
H -3.48 -1.29 2.64


27
Properties=species:S:1:pos:R:3 method="wB97M-V/def2-TZVPD" max_force_ev_per_a=5.189 gap_ev=9.698 homo_ev=-9.317 energy_ha=-1120.66658 de_lowest_ev=0.126 lumo_ev=0.381
C -0.62 -0.94 -2.24
C 1.35 0.40 -1.62
C -2.15 0.10 -0.05
C -0.33 -1.38 -0.75
C -3.32 -0.19 0.84
C 0.38 1.43 1.29
C 2.93 0.62 1.04
C 1.42 0.29 0.88
N 0.36 -0.11 -2.65
N 1.15 -0.19 -0.44
O -1.58 -1.42 -2.78
O 2.26 1.18 -1.85
O -1.90 1.05 -0.75
O -1.34 -1.12 0.13
S 0.26 -3.03 -0.50
H -3.42 -1.22 1.19
H -4.25 0.17 0.35
H -3.13 0.48 1.74
H 0.74 1.73 2.34
H 0.46 2.27 0.65
H -0.67 1.07 1.31
H 3.14 1.39 0.26
H 3.38 -0.34 0.73
H 3.09 0.91 2.07
H 1.26 -0.55 1.58
H 0.37 0.38 -3.62
H 0.14 -2.96 0.86